(1)
Entry from the OMol25 dataset: a structure of composition C9H25IP2V at a distorted geometry (ωB97M-V with the def2-TZVPD basis set).

Geometry as XYZ:
```
38
Properties=species:S:1:pos:R:3:forces:R:3:lowdin_charge:R:1
C 0.449840 -0.985589 -3.183334 -0.3463 -3.4181 -3.2311 -0.277
C 0.748961 0.457739 -3.276521 0.5289 4.2661 -1.6985 -0.275
H 1.460176 -1.395035 -3.415966 -1.1998 -0.7812 0.4622 0.060
H -0.161470 -1.022139 -4.173426 1.1781 -0.6697 1.2484 0.116
H -0.166009 -1.816008 -2.711567 0.5870 1.8519 1.2222 0.099
H 1.025880 1.334000 -2.629324 -0.5997 -1.3647 1.1470 0.073
H 1.716844 0.427155 -3.837689 -0.8522 0.4035 0.1953 0.093
H 0.009768 0.950772 -3.972185 0.6722 -0.3298 0.8137 0.093
V 0.295094 -0.142407 -0.703994 2.3073 1.2171 -3.9549 -0.269
C -1.620739 0.351044 -0.990157 -0.6306 0.6191 -0.5009 -0.319
H -1.766426 1.364553 -1.374302 -0.1822 -0.0237 -0.1533 -0.008
H -2.291735 0.180333 -0.172992 -0.8391 -0.0845 0.3013 -0.031
H -1.771360 -0.360223 -1.795765 -0.8170 -0.2373 -0.3289 -0.016
I 2.850440 -0.684299 -0.532106 1.3158 -0.2987 -0.2169 0.303
C 0.920989 -2.723209 1.626191 -0.1508 -0.4900 -0.4217 -0.318
P -0.227413 -1.569360 0.809575 -1.8433 -1.5166 3.2825 0.654
C -1.727225 -2.652708 0.544038 0.5639 0.0662 0.5599 -0.242
C -0.820925 -0.569261 2.302731 0.9962 1.9002 -1.2127 -0.314
C 0.036166 0.837840 2.405690 -1.0122 -0.9555 -0.8505 -0.317
P 0.432253 1.621951 0.750104 0.0592 -1.0599 0.4662 0.697
C -0.746972 2.993411 0.565635 0.8984 0.2742 0.1600 -0.259
C 2.020238 2.443731 1.060335 -0.9170 0.1739 0.5309 -0.299
H 1.185517 -3.469667 0.833796 0.0290 0.4083 0.9192 0.052
H 0.365149 -3.183212 2.467815 0.5979 -0.0114 -0.3692 0.044
H 1.831894 -2.180300 1.944308 -0.5468 -0.4286 -0.1289 0.009
H -1.932215 -3.068727 1.572563 -0.2066 0.0511 -1.2829 0.054
H -2.581780 -2.062123 0.135259 0.7136 -0.5157 0.4222 0.042
H -1.406896 -3.428042 -0.186803 -0.4940 0.2539 0.6084 0.046
H -1.885892 -0.298248 2.074187 0.8995 -0.3436 0.5673 0.079
H -0.676429 -1.147511 3.212804 -0.3840 0.0677 0.1130 0.062
H -0.646485 1.588562 2.805635 0.3742 -0.0915 0.9472 0.056
H 1.017490 0.735424 2.911700 -0.8475 0.0104 0.0979 0.082
H -0.557217 3.560285 1.502687 -0.7062 0.2727 -0.7412 0.047
H -0.399563 3.550664 -0.348999 -0.6306 -0.2848 0.9656 0.067
H -1.772843 2.604183 0.450686 0.5237 0.4178 0.1478 0.042
H 2.770085 1.658724 1.241101 -0.1887 0.5636 -0.0622 -0.018
H 1.801025 3.080817 1.938440 0.7843 0.0298 -0.3779 0.049
H 2.221783 3.016881 0.149851 0.3652 0.0579 0.3535 0.046
```
Positions in Å, forces in eV/Å.

Spin multiplicity = 4
Molar mass = 373.09 g/mol
Kohn-Sham gap (alpha / beta) = 7.310 / 8.508 eV
Maximum force = 4.738 eV/Å
LUMO (alpha / beta) = 0.63 / 0.59 eV

(2)
Entry from the OMol25 dataset: a cluster of 2 separate species, C5H11ClN in total at a distorted geometry (ωB97M-V with the def2-TZVPD basis set).

Geometry as XYZ:
```
18
Properties=species:S:1:pos:R:3:forces:R:3:lowdin_charge:R:1
C 2.039826 1.663507 0.551589 1.3632 -2.5876 1.4435 -0.020
C 2.426045 0.704935 -0.251227 -1.1306 1.4590 -3.3701 -0.661
C -1.288189 0.867224 -0.489931 -0.0342 -0.3243 -0.9103 -0.084
C -1.794541 -0.238315 0.358484 0.0544 -1.4800 2.0259 -0.115
C -1.143823 -1.414716 0.574158 -0.4707 3.4945 -1.7600 -0.043
N 0.051136 -1.597443 -0.335228 0.5740 -0.3444 4.4099 0.149
Cl 2.891410 -0.871694 0.101480 1.0126 -1.0728 0.8893 0.763
H 2.120976 1.472473 1.583622 -0.1223 -0.0574 1.3481 0.068
H 1.887409 2.629551 0.285802 -0.8060 2.5580 -1.2508 0.051
H -1.750051 1.815080 -0.185689 0.3974 -0.2272 -0.1999 0.102
H -1.700577 0.595832 -1.499124 0.5857 0.7187 0.3758 0.123
H -0.168197 0.940260 -0.490391 -1.1461 0.2558 -0.1303 0.052
H -2.752604 -0.018701 0.879847 0.7995 -0.6021 -0.3319 0.135
H 2.323062 0.855650 -1.358853 0.5453 -0.1185 1.0627 0.097
H -1.508070 -2.254698 1.082281 -0.1611 -0.9784 0.7142 0.102
H 0.033763 -2.583665 -0.483531 -0.0878 -0.6886 -2.0513 0.152
H 1.042953 -1.500671 0.119161 -1.6417 0.3442 -0.3994 0.036
H -0.058327 -0.828927 -0.961102 0.2682 -0.3490 -1.8653 0.095
```
Positions in Å, forces in eV/Å.

Total charge = +1
Molar mass = 120.60 g/mol
Kohn-Sham gap = 10.928 eV
Maximum force = 4.460 eV/Å
LUMO = -3.11 eV

(3)
Entry from the OMol25 dataset: an isolated molecule of C8H10INO2 at a distorted geometry (ωB97M-V with the def2-TZVPD basis set).

Geometry as XYZ:
```
22
Properties=species:S:1:pos:R:3:forces:R:3:lowdin_charge:R:1
C -1.547167 -1.363626 -1.934341 0.3190 -0.0086 -0.2382 0.028
C -0.591725 -0.512320 -2.370847 -0.3559 -0.2609 0.2914 -0.124
C 0.223405 0.360682 -1.449784 0.6046 -1.1149 -0.0575 -0.311
C 1.164507 -0.409025 -0.488310 1.1117 0.3221 -0.6319 -0.084
C 1.170320 0.346117 0.856731 -0.9259 -0.0044 -0.6911 -0.173
C 0.555123 -0.538393 1.987224 0.3791 0.4610 0.2000 -0.152
C -0.837373 -0.108997 2.409286 -0.1018 -0.3425 -0.3515 -0.835
O -1.838131 -0.514235 1.923712 0.1075 0.1459 0.2368 0.034
I -0.872944 1.337270 4.013492 -0.0436 -0.0160 0.0550 0.828
C 0.299460 1.562318 0.491934 -0.0849 -0.1750 0.1688 -0.498
O 0.380880 2.652862 0.988889 -0.1011 0.3341 0.2966 0.071
N -0.555413 1.211190 -0.537239 0.4341 -0.0334 -0.4642 0.127
H -1.350689 -2.114068 -1.172012 -0.5351 1.1223 1.2365 0.062
H -2.544430 -1.342807 -2.363857 0.4257 -1.1500 -1.0305 0.058
H -0.357899 -0.469972 -3.433255 -1.0636 1.2900 -0.1698 0.097
H 0.783378 1.036499 -2.104048 0.3074 -0.1687 0.0979 0.139
H 2.146598 -0.386001 -0.967959 0.0966 -0.0141 0.2348 0.119
H 0.930191 -1.470017 -0.435070 -0.3877 0.0948 0.2608 0.108
H 2.131833 0.785529 1.107327 0.1130 -0.3945 0.2554 0.149
H 1.189295 -0.530552 2.871270 0.0430 -0.0190 -0.0433 0.094
H 0.475899 -1.553209 1.602719 -0.1036 -0.0569 0.1540 0.113
H -0.955116 2.020753 -0.995864 -0.2383 -0.0113 0.1899 0.150
```
Positions in Å, forces in eV/Å.

Molar mass = 279.08 g/mol
Kohn-Sham gap = 9.096 eV
Maximum force = 1.754 eV/Å
SMILES string = C=C[C@@H]1C[C@H](CC(=O)I)C(=O)N1
LUMO = 0.26 eV

(4)
Entry from the OMol25 dataset: a cluster of 2 separate species, C34H32NO in total at a distorted geometry (ωB97M-V with the def2-TZVPD basis set).

Geometry as XYZ:
```
68
Properties=species:S:1:pos:R:3:forces:R:3:lowdin_charge:R:1
C -3.871756 2.789496 1.963872 -0.0924 0.1230 -0.2141 -0.144
C -4.164313 1.549021 2.821844 0.2024 -0.0749 0.3451 -0.148
C -2.994768 0.583501 2.592471 -0.1881 -0.7196 -0.4565 -0.146
N -1.938968 1.390088 1.995847 0.5218 0.3689 -0.1728 -0.081
C -0.664825 0.894342 1.803836 0.3243 -0.9420 0.0968 -0.161
C -0.435777 -0.383818 1.296957 -1.5077 0.9509 0.4961 -0.039
C 0.625792 -1.200176 1.901805 0.9882 -0.2969 0.5867 -0.163
C 1.940755 -0.403145 2.089779 0.3465 -0.9960 -0.2579 -0.101
C 1.788662 1.078871 2.140893 0.0173 0.7201 -0.1836 -0.155
C 0.513484 1.682804 2.211521 0.1711 -0.1254 0.4625 -0.083
C 0.426050 3.004461 2.685042 0.2308 0.1219 -0.1732 -0.022
C 1.552735 3.820425 2.678136 0.0967 -0.3267 0.0858 -0.063
C 2.801663 3.265063 2.350813 -0.0646 0.0650 -0.0309 -0.066
C 2.929074 1.887925 2.169806 -0.3852 0.1788 0.1351 -0.036
C -2.424969 2.654050 1.458046 0.0183 0.5004 -0.2497 -0.149
H -4.558746 2.844363 1.114316 0.0817 0.0588 0.1638 0.108
H -3.985438 3.708223 2.547332 -0.0644 -0.1713 -0.1542 0.111
H -4.199471 1.816129 3.883028 -0.0608 -0.0066 -0.1945 0.111
H -5.117509 1.080204 2.567099 0.1371 0.0896 0.0548 0.111
H -2.645593 0.123350 3.529057 -0.0065 0.1593 -0.2756 0.129
H -3.279162 -0.238423 1.918197 -0.1278 0.1117 0.1498 0.112
H -1.260729 -0.892385 0.794843 -0.0058 0.1040 0.4601 0.107
H 0.323878 -1.522284 2.913373 -0.1806 -0.0864 -0.3800 0.129
H 0.781884 -2.100005 1.300910 0.2166 0.0246 0.3987 0.079
H 2.419636 -0.760548 3.017584 -0.1585 0.3188 -0.2309 0.138
H 2.661357 -0.655353 1.305182 -0.1547 0.0152 0.1830 0.086
H -0.520782 3.369756 3.083380 0.3312 0.0124 -0.3882 0.110
H 1.458046 4.875546 2.938668 0.1183 -0.3328 -0.0050 0.110
H 3.684133 3.902550 2.282683 -0.2383 -0.1533 0.1384 0.108
H 3.912382 1.422325 2.066176 -0.2486 0.1833 0.0155 0.121
H -2.384017 2.650624 0.353491 -0.0665 -0.0678 0.2857 0.113
H -1.813999 3.505271 1.781477 -0.2436 -0.2700 -0.1934 0.093
C -3.414962 -4.050878 -5.027627 0.0254 0.0452 0.2911 -0.040
O -2.980278 -4.292656 -3.671536 0.3506 0.9764 0.3704 -0.066
C -2.301613 -3.323468 -2.999487 -0.1457 -0.1559 -0.5368 -0.232
C -1.821789 -3.691422 -1.720772 0.0477 0.0037 -0.2229 0.032
C -0.889682 -2.905572 -1.079226 -0.1657 -0.2238 -0.3469 -0.015
C -0.509842 -1.656239 -1.624718 -0.0003 0.0694 0.3080 -0.162
C 0.644360 -0.940514 -1.124798 -0.3231 -0.1013 -1.6879 0.008
C 0.901375 0.466101 -1.373492 1.1195 0.7553 -0.0064 -0.125
C 2.317778 0.694662 -1.335208 -1.1667 0.5573 -0.1253 -0.098
C 2.843040 1.962189 -1.520914 -0.0752 -0.5489 0.0452 0.004
C 1.959107 3.016379 -1.757074 -0.5036 0.0560 0.0050 -0.033
C 0.566916 2.808969 -1.755621 0.0819 -0.1293 -0.1573 -0.042
C 0.025195 1.532358 -1.570686 0.3840 -0.0360 -0.0248 -0.011
C 2.973651 -0.573640 -1.033793 -0.3202 -1.2402 0.6860 -0.112
C 1.944895 -1.582951 -0.923780 1.1694 0.6436 0.6462 -0.114
C 2.296652 -2.883270 -0.558436 0.0108 0.2999 -0.1075 0.002
C 3.611962 -3.128607 -0.142133 0.2578 0.0570 -0.1395 -0.041
C 4.596058 -2.129202 -0.200160 -0.3268 -0.3405 -0.1205 -0.033
C 4.290173 -0.853372 -0.692621 -0.5751 0.2830 -0.4104 -0.002
C -1.180165 -1.199180 -2.789688 0.1710 -0.0413 0.1489 0.019
C -2.023072 -2.030510 -3.508064 -0.2519 -0.5024 0.2113 0.017
H -3.924877 -4.974525 -5.311891 0.1202 0.2830 -0.0219 0.100
H -4.116394 -3.205211 -5.070019 0.1850 -0.2542 0.0117 0.098
H -2.555292 -3.870569 -5.689776 -0.2200 -0.0443 0.2374 0.104
H -2.162608 -4.634847 -1.304342 0.1688 0.0916 -0.0844 0.132
H -0.442175 -3.262785 -0.151955 -0.2425 0.1901 -0.1832 0.113
H 3.922266 2.091877 -1.469569 -0.2311 0.2311 -0.1184 0.123
H 2.347107 4.014618 -1.958058 -0.1117 -0.2280 0.1684 0.116
H -0.110233 3.646956 -1.924207 0.2703 -0.1782 0.0513 0.113
H -1.049179 1.348071 -1.567806 0.2098 0.2564 0.1023 0.120
H 1.558321 -3.681475 -0.599162 0.2739 0.0967 0.2250 0.113
H 3.880222 -4.122539 0.218432 -0.0597 0.2908 -0.1613 0.115
H 5.617770 -2.354331 0.111368 -0.3459 0.0279 -0.0653 0.119
H 5.042285 -0.070763 -0.797008 -0.0639 -0.3085 0.1476 0.124
H -0.953935 -0.210681 -3.183305 0.0389 -0.2968 0.0181 0.118
H -2.461741 -1.695199 -4.450359 0.2359 -0.1223 0.3494 0.118
```
Positions in Å, forces in eV/Å.

Total charge = +1
Molar mass = 470.64 g/mol
Kohn-Sham gap = 4.688 eV
Maximum force = 1.850 eV/Å
LUMO = -5.32 eV